{"formula": "C23H78N10O16", "method": "ωB97M-V with the def2-TZVPD basis set", "lumo_energy_ev": -0.01, "gap_ev": 8.7, "spin_multiplicity": 1, "e_tot_ha": -2674.34434, "elements": ["C", "C", "O", "H", "H", "H", "H", "H", "H", "C", "C", "O", "H", "H", "H", "H", "H", "H", "C", "C", "O", "H", "H", "H", "H", "H", "H", "C", "C", "O", "H", "H", "H", "H", "H", "H", "C", "C", "O", "H", "H", "H", "H", "H", "H", "C", "C", "O", "H", "H", "H", "H", "H", "H", "C", "C", "O", "H", "H", "H", "H", "H", "H", "C", "O", "N", "N", "H", "H", "H", "H", "C", "O", "N", "N", "H", "H", "H", "H", "C", "O", "N", "N", "H", "H", "H", "H", "C", "O", "N", "N", "H", "H", "H", "H", "C", "O", "N", "N", "H", "H", "H", "H", "C", "O", "H", "H", "H", "H", "C", "O", "H", "H", "H", "H", "C", "O", "H", "H", "H", "H", "C", "O", "H", "H", "H", "H"], "positions_angstrom": [[3.378, -2.541, 1.420], [3.642, -3.510, 0.337], [4.149, -2.767, -0.744], [4.301, -2.049, 1.617], [3.090, -3.039, 2.331], [2.659, -1.769, 1.154], [2.776, -4.125, 0.162], [4.429, -4.162, 0.542], [3.622, -3.209, -1.416], [-5.906, -3.030, 0.798], [-4.775, -3.938, 0.613], [-3.796, -3.368, -0.245], [-5.564, -2.039, 0.878], [-6.383, -3.275, 1.739], [-6.590, -3.203, 0.011], [-5.004, -4.929, 0.326], [-4.274, -4.062, 1.599], [-2.930, -3.726, -0.166], [4.621, 2.111, 2.355], [3.665, 0.925, 2.146], [3.350, 0.557, 3.450], [4.123, 3.033, 2.431], [5.264, 2.207, 1.553], [5.295, 1.984, 3.213], [4.183, 0.164, 1.558], [2.818, 1.239, 1.585], [2.425, 0.264, 3.541], [2.568, -2.429, 4.875], [1.258, -1.898, 4.349], [1.179, -0.506, 4.591], [2.627, -3.525, 4.680], [2.530, -2.307, 5.945], [3.494, -2.007, 4.501], [0.395, -2.310, 4.848], [1.162, -2.153, 3.309], [1.163, -0.347, 5.528], [3.540, 5.334, 0.761], [2.934, 4.517, -0.378], [3.502, 3.217, -0.339], [3.155, 5.013, 1.769], [3.325, 6.426, 0.617], [4.645, 5.342, 0.776], [3.144, 4.972, -1.351], [1.788, 4.472, -0.294], [2.951, 2.689, -0.850], [-4.704, 0.866, -0.175], [-3.449, 0.898, -1.001], [-3.837, 1.550, -2.169], [-4.802, 1.804, 0.362], [-4.567, 0.137, 0.635], [-5.526, 0.491, -0.761], [-3.273, -0.167, -1.233], [-2.520, 1.269, -0.579], [-3.215, 1.144, -2.750], [-0.518, 3.996, -1.874], [-0.312, 5.162, -2.820], [-0.160, 4.608, -4.102], [-1.321, 3.338, -2.094], [-0.772, 4.359, -0.910], [0.378, 3.369, -1.816], [0.558, 5.742, -2.600], [-1.193, 5.735, -2.766], [0.196, 5.250, -4.712], [2.907, 0.621, -1.888], [3.903, 0.558, -2.844], [2.037, 1.522, -1.807], [2.770, -0.293, -0.950], [1.848, 2.039, -2.626], [1.247, 1.572, -1.089], [3.456, -1.072, -0.810], [2.107, -0.137, -0.206], [-3.498, -2.110, -3.276], [-2.272, -1.842, -2.700], [-3.586, -2.329, -4.581], [-4.638, -2.144, -2.710], [-2.665, -2.157, -5.047], [-4.397, -2.558, -5.170], [-4.644, -2.278, -1.718], [-5.531, -2.442, -3.102], [-0.107, 0.192, 0.293], [0.372, -0.319, 1.491], [0.081, 1.387, -0.067], [-0.707, -0.592, -0.633], [0.402, 2.064, 0.702], [-0.500, 1.707, -0.843], [-1.081, -1.537, -0.424], [-1.031, -0.322, -1.564], [1.055, -3.172, -2.506], [2.325, -3.833, -2.438], [1.000, -1.906, -2.176], [-0.073, -3.776, -2.710], [1.875, -1.386, -1.886], [0.130, -1.539, -1.624], [-0.059, -4.736, -3.046], [-0.861, -3.226, -3.045], [-0.076, 0.874, -3.996], [-0.974, 1.034, -2.939], [0.614, -0.217, -4.226], [0.133, 1.915, -4.775], [0.674, -0.892, -3.397], [1.321, -0.396, -4.932], [-0.202, 2.813, -4.387], [0.374, 1.829, -5.754], [0.053, -3.425, 0.778], [-0.994, -3.251, -0.178], [0.839, -2.759, 0.360], [0.411, -4.427, 0.715], [-0.071, -3.063, 1.787], [-0.831, -3.690, -1.065], [-2.548, -1.797, 2.278], [-1.588, -1.224, 3.096], [-3.535, -1.786, 2.758], [-2.348, -2.835, 2.097], [-2.750, -1.322, 1.353], [-0.825, -1.035, 2.586], [1.118, 2.881, 3.070], [0.808, 3.182, 1.729], [2.174, 2.984, 3.309], [0.937, 1.841, 3.292], [0.536, 3.385, 3.812], [0.843, 4.130, 1.802], [-2.207, 1.846, 2.575], [-3.175, 2.660, 3.178], [-1.524, 1.527, 3.338], [-1.644, 2.283, 1.800], [-2.776, 0.990, 2.236], [-3.519, 2.181, 3.957]]}



{"formula": "C10H16O2", "method": "ωB97M-V with the def2-TZVPD basis set", "lumo_energy_ev": 0.86, "gap_ev": 9.2, "smiles": "Cc1ccc(O)cc1.CC(C)O", "spin_multiplicity": 1, "e_tot_ha": -541.08730, "elements": ["C", "C", "C", "O", "H", "H", "H", "H", "H", "H", "H", "H", "C", "C", "C", "C", "C", "C", "C", "O", "H", "H", "H", "H", "H", "H", "H", "H"], "positions_angstrom": [[1.413, 2.035, -1.750], [0.203, 1.168, -1.478], [1.346, 3.453, -1.090], [2.542, 1.326, -1.287], [1.526, 2.338, -2.796], [0.085, 0.488, -2.333], [1.727, 3.592, -0.086], [1.805, 4.146, -1.804], [0.311, 3.820, -1.149], [3.401, 1.683, -1.535], [-0.704, 1.761, -1.579], [0.243, 0.566, -0.580], [1.662, -0.675, 2.208], [-0.874, -2.043, -0.311], [0.267, -1.939, 0.464], [-2.012, -1.398, 0.119], [0.367, -0.975, 1.496], [-1.984, -0.446, 1.127], [-0.775, -0.240, 1.784], [-3.200, -1.794, -0.469], [-0.875, -2.805, -1.076], [1.203, -2.435, 0.237], [-3.898, -1.419, 0.032], [-2.890, 0.095, 1.366], [1.569, -0.853, 3.278], [1.927, 0.318, 1.847], [-0.713, 0.505, 2.569], [2.457, -1.364, 1.911]]}



{"formula": "C30H85N5O10", "method": "ωB97M-V with the def2-TZVPD basis set", "lumo_energy_ev": 0.59, "gap_ev": 9.4, "smiles": "COC[C@H](C)N.COC[C@H](C)N.COC[C@H](C)N.COC[C@H](C)N.COC[C@H](C)N.CCO.CCO.CCO.CCO.CCO", "spin_multiplicity": 1, "e_tot_ha": -2219.91883, "elements": ["C", "C", "O", "H", "H", "H", "H", "H", "H", "C", "C", "O", "H", "H", "H", "H", "H", "H", "C", "C", "O", "H", "H", "H", "H", "H", "H", "C", "C", "O", "H", "H", "H", "H", "H", "H", "C", "C", "O", "H", "H", "H", "H", "H", "H", "C", "C", "C", "O", "C", "N", "H", "H", "H", "H", "H", "H", "H", "H", "H", "H", "H", "C", "C", "C", "O", "C", "N", "H", "H", "H", "H", "H", "H", "H", "H", "H", "H", "H", "C", "C", "C", "O", "C", "N", "H", "H", "H", "H", "H", "H", "H", "H", "H", "H", "H", "C", "C", "C", "O", "C", "N", "H", "H", "H", "H", "H", "H", "H", "H", "H", "H", "H", "C", "C", "C", "O", "C", "N", "H", "H", "H", "H", "H", "H", "H", "H", "H", "H", "H"], "positions_angstrom": [[3.428, 3.134, -2.568], [4.716, 3.079, -1.730], [5.758, 2.333, -2.305], [2.930, 2.178, -2.730], [3.623, 3.590, -3.538], [2.677, 3.744, -2.067], [4.447, 2.665, -0.758], [5.067, 4.044, -1.365], [6.217, 2.959, -2.871], [0.261, -0.842, 4.580], [-1.023, -1.582, 4.134], [-1.390, -0.880, 2.905], [1.114, -1.027, 3.927], [0.624, -1.100, 5.575], [0.144, 0.234, 4.703], [-1.821, -1.489, 4.870], [-0.846, -2.637, 3.927], [-2.285, -1.067, 2.613], [-3.106, 1.375, -1.206], [-4.495, 1.425, -0.607], [-5.491, 1.597, -1.567], [-3.056, 0.566, -1.935], [-2.350, 1.120, -0.463], [-2.932, 2.327, -1.709], [-4.628, 2.156, 0.191], [-4.755, 0.473, -0.145], [-6.318, 1.585, -1.079], [-2.411, -2.601, 0.291], [-3.909, -2.743, 0.504], [-4.203, -2.540, 1.819], [-1.778, -3.197, 0.949], [-2.186, -1.535, 0.326], [-2.158, -2.934, -0.716], [-4.255, -3.774, 0.423], [-4.502, -2.077, -0.123], [-3.734, -3.269, 2.233], [1.299, 1.117, -0.394], [0.482, 0.547, 0.747], [0.406, -0.860, 0.677], [2.326, 0.820, -0.183], [1.192, 2.198, -0.492], [0.910, 0.807, -1.364], [-0.500, 1.016, 0.816], [0.885, 0.808, 1.726], [-0.212, -1.155, 1.350], [-2.667, 2.600, 2.559], [-3.655, 3.267, 3.476], [-3.200, 4.758, 3.851], [-3.195, 5.542, 2.615], [-2.470, 6.780, 2.772], [-4.900, 3.308, 2.768], [-2.428, 3.178, 1.666], [-3.015, 1.635, 2.191], [-1.644, 2.497, 2.919], [-3.727, 2.667, 4.382], [-2.204, 4.744, 4.294], [-3.819, 5.254, 4.599], [-1.427, 6.597, 3.027], [-2.886, 7.304, 3.633], [-2.480, 7.344, 1.840], [-4.636, 3.798, 1.926], [-5.613, 3.883, 3.195], [4.160, -0.409, 1.722], [4.933, -1.660, 1.150], [4.919, -1.955, -0.349], [5.303, -3.290, -0.680], [5.320, -3.490, -2.094], [6.300, -1.614, 1.671], [4.610, 0.428, 1.189], [4.215, -0.124, 2.773], [3.077, -0.483, 1.633], [4.461, -2.552, 1.561], [5.422, -1.113, -0.825], [3.895, -1.761, -0.669], [6.262, -3.002, -2.345], [4.560, -2.909, -2.617], [5.113, -4.515, -2.401], [6.940, -2.331, 1.359], [6.745, -0.833, 1.210], [-0.662, 6.063, 0.208], [0.299, 5.454, -0.857], [-0.510, 4.609, -1.892], [0.352, 3.858, -2.830], [-0.243, 2.738, -3.502], [0.876, 6.496, -1.603], [-0.100, 6.310, 1.109], [-1.474, 5.385, 0.467], [-1.143, 6.963, -0.175], [1.004, 4.779, -0.371], [-1.215, 5.255, -2.416], [-1.076, 3.830, -1.381], [-0.616, 1.959, -2.837], [0.578, 2.268, -4.045], [-1.016, 3.115, -4.171], [0.115, 6.994, -2.043], [1.388, 6.169, -2.410], [1.855, -4.611, 3.200], [2.435, -5.832, 2.505], [2.670, -5.804, 0.946], [1.499, -5.548, 0.205], [1.047, -4.203, -0.067], [3.682, -6.154, 3.173], [1.728, -4.692, 4.280], [0.826, -4.476, 2.869], [2.475, -3.751, 2.947], [1.730, -6.636, 2.717], [2.947, -6.800, 0.599], [3.488, -5.140, 0.668], [0.985, -3.515, 0.775], [0.145, -4.069, -0.664], [1.826, -3.824, -0.729], [4.532, -5.729, 2.831], [3.809, -7.146, 3.026], [-2.746, -3.928, -5.841], [-3.165, -3.645, -4.339], [-2.500, -2.466, -3.707], [-1.090, -2.812, -3.511], [-0.299, -1.815, -2.895], [-4.614, -3.274, -4.377], [-1.692, -4.203, -5.869], [-2.769, -3.012, -6.431], [-3.258, -4.776, -6.297], [-2.985, -4.557, -3.770], [-2.986, -2.125, -2.794], [-2.605, -1.574, -4.324], [0.725, -2.153, -2.735], [-0.646, -1.451, -1.928], [-0.223, -0.901, -3.484], [-5.126, -3.491, -5.221], [-4.687, -2.267, -4.380]]}



{"formula": "C13H30Cl2N3OPPd", "method": "ωB97M-V with the def2-TZVPD basis set", "lumo_energy_ev": [0.77, -2.22], "gap_ev": [8.1, 6.4], "spin_multiplicity": 5, "e_tot_ha": -2142.27007, "s_squared": 6.014, "elements": ["Pd", "Cl", "Cl", "C", "H", "H", "C", "C", "H", "C", "H", "C", "H", "H", "C", "H", "H", "C", "H", "H", "H", "H", "C", "N", "C", "P", "O", "N", "C", "C", "N", "C", "C", "H", "H", "H", "H", "H", "H", "H", "H", "H", "H", "H", "H", "H", "H", "H", "H", "H", "H"], "positions_angstrom": [[1.761, -0.083, -1.959], [-1.174, -1.487, -2.321], [2.550, 1.917, -1.111], [3.144, -0.663, -0.911], [4.100, -0.087, -1.001], [3.236, -1.707, -0.533], [-0.995, 0.284, -2.611], [0.260, 0.587, -3.181], [-1.091, 0.735, -1.606], [0.528, 0.163, -4.635], [0.469, 1.658, -3.077], [-0.674, 0.428, -5.565], [1.393, 0.748, -4.980], [0.816, -0.901, -4.665], [-2.022, 0.090, -4.933], [-0.642, 1.484, -5.860], [-0.525, -0.148, -6.484], [-2.148, 0.734, -3.551], [-2.826, 0.458, -5.580], [-2.147, -0.998, -4.866], [-2.081, 1.824, -3.650], [-3.117, 0.522, -3.103], [0.740, -2.380, 0.926], [0.276, -1.598, 2.061], [0.207, -2.322, 3.322], [-0.065, 0.029, 1.912], [-0.461, 0.468, 0.554], [-1.288, 0.145, 3.110], [-1.675, 1.515, 3.458], [-2.462, -0.710, 2.878], [1.251, 0.852, 2.511], [2.037, 0.349, 3.620], [1.526, 2.218, 2.107], [0.063, -3.234, 0.769], [1.756, -2.760, 1.111], [0.765, -1.772, 0.008], [-0.193, -1.684, 4.120], [-0.448, -3.200, 3.215], [1.206, -2.681, 3.621], [-1.952, 2.104, 2.568], [-2.547, 1.461, 4.119], [-0.865, 2.026, 3.989], [-2.632, -0.902, 1.806], [-2.359, -1.672, 3.391], [-3.344, -0.200, 3.283], [2.413, -0.662, 3.417], [2.900, 1.012, 3.742], [1.474, 0.342, 4.565], [2.592, 2.411, 2.268], [1.329, 2.346, 1.035], [0.941, 2.943, 2.695]]}



Listing energy relative to the best compared isomer or geometry (same formula, charge and spin) for the structures above in their given order: 25.71, 17.07, 99.73, 0.00 kcal/mol.